Here is a gas-phase ion, C3H6N (charge +1) at a distorted geometry from the Open Molecules 2025 dataset. Energies are from ωB97M-V/def2-TZVPD.

ORCA input file:
```
! RIJCOSX wB97M-V def2-TZVPD def2/J DEFGRID3
* xyz 1 1
C -1.2954 -0.1180 -0.0785
N 0.1802 0.0430 0.3894
C 1.3150 0.9946 -0.1056
C 1.2301 -0.5636 -0.3499
H -1.5959 0.1881 -1.0027
H -1.3986 -1.2460 0.0681
H -2.0099 0.4254 0.4622
H 0.1724 -0.1766 1.4210
H 1.7129 1.9373 -0.2747
H 1.6891 -1.4842 -0.5294
*
```

Calculated values
- structure (SMILES) = C[NH+]1C=C1
- gap between HOMO and LUMO (hartree) = 0.3492
- ΔE to the lowest compared entry with this formula, charge and spin (kJ/mol) = 470.0
- max |F| (Eh/bohr) = 0.26043
- E_HOMO (eV) = -15.280
- E (eV) = -4685.2450